{"formula": "C30H53BrN4P2Pd", "method": "the ωB97M-V functional and the def2-TZVPD basis", "species": ["N", "C", "C", "C", "C", "C", "C", "Pd", "P", "C", "C", "C", "C", "C", "C", "C", "Br", "H", "H", "H", "H", "H", "H", "H", "H", "H", "H", "P", "C", "C", "H", "H", "H", "H", "H", "C", "C", "H", "H", "H", "H", "H", "C", "C", "H", "H", "H", "H", "H", "C", "C", "H", "H", "H", "H", "H", "C", "C", "H", "H", "H", "H", "H", "C", "C", "H", "H", "H", "H", "H", "C", "N", "C", "C", "N", "N", "C", "C", "H", "H", "H", "H", "H", "H", "H", "H", "H", "H", "H", "H", "H"], "positions_angstrom": [[-1.376, -10.707, 1.075], [-2.329, -9.914, 1.592], [-2.223, -8.521, 1.680], [-1.058, -7.872, 1.209], [-0.057, -8.713, 0.667], [-0.264, -10.094, 0.626], [-0.949, -6.417, 1.302], [-0.177, 0.754, 0.370], [-0.835, 4.258, -4.911], [-0.698, -5.563, 0.274], [-0.587, -4.108, 0.339], [-0.096, -3.402, -0.785], [0.027, -2.007, -0.779], [-0.337, -1.246, 0.354], [-0.827, -1.952, 1.480], [-0.948, -3.344, 1.476], [0.022, 3.291, 0.395], [-1.092, -6.009, 2.311], [-0.559, -5.983, -0.731], [-3.040, -7.934, 2.114], [0.879, -8.297, 0.278], [-3.234, -10.419, 1.957], [0.511, -10.749, 0.205], [0.192, -3.968, -1.681], [-1.330, -3.848, 2.371], [0.412, -1.504, -1.674], [-1.119, -1.399, 2.381], [2.113, 0.612, -0.042], [-2.328, 3.265, -4.346], [-3.442, 3.195, -5.398], [-2.711, 3.680, -3.392], [-1.954, 2.248, -4.125], [-4.423, 3.009, -4.924], [-3.525, 4.139, -5.967], [-3.253, 2.384, -6.123], [0.258, 2.806, -5.390], [1.348, 3.146, -6.414], [-0.427, 2.045, -5.812], [0.704, 2.364, -4.477], [1.699, 2.235, -6.933], [0.973, 3.850, -7.178], [2.226, 3.610, -5.932], [-0.125, 4.696, -3.223], [-0.352, 6.157, -2.810], [0.952, 4.436, -3.198], [-0.628, 4.029, -2.498], [0.398, 6.478, -2.063], [-0.280, 6.844, -3.671], [-1.354, 6.289, -2.366], [3.016, 2.045, 0.725], [4.267, 1.770, 1.569], [2.244, 2.532, 1.348], [3.236, 2.734, -0.112], [4.004, 1.246, 2.503], [5.022, 1.170, 1.035], [4.739, 2.728, 1.853], [2.629, 0.547, -1.827], [3.187, -0.765, -2.392], [3.378, 1.353, -1.931], [1.751, 0.896, -2.402], [4.277, -0.839, -2.233], [2.717, -1.655, -1.944], [3.011, -0.805, -3.482], [2.714, -0.955, 0.760], [2.349, -1.247, 2.221], [3.813, -0.909, 0.648], [2.383, -1.755, 0.074], [2.195, -2.327, 2.391], [3.120, -0.896, 2.925], [1.404, -0.735, 2.476], [-0.107, 0.803, 5.320], [-0.912, 1.814, 4.633], [-1.751, 2.669, 5.468], [-0.930, 1.921, 3.170], [-0.411, 0.953, 2.442], [-1.741, 2.945, 2.565], [-1.654, 4.345, 2.954], [-2.798, 2.560, 1.640], [-0.169, 0.885, 6.425], [0.962, 0.922, 5.042], [-0.460, -0.220, 5.071], [-1.415, 3.719, 5.445], [-2.810, 2.587, 5.147], [-1.714, 2.382, 6.540], [-0.164, 0.174, 3.010], [-1.530, 4.983, 2.055], [-2.586, 4.659, 3.471], [-0.764, 4.532, 3.588], [-2.699, 3.092, 0.673], [-2.796, 1.466, 1.449], [-3.784, 2.829, 2.076]], "mulliken_charge": [-0.6162, -0.2916, -0.3577, 0.3576, -0.3849, -0.2490, -0.5452, -0.8641, -0.0965, -0.2462, 1.1656, -0.8699, -0.1396, -0.0485, -0.2310, -0.9775, -0.6429, 0.3241, 0.3291, 0.3699, 0.3902, 0.3396, 0.3375, 0.2985, 0.2319, 0.6674, 0.5354, 1.0249, -0.3591, -1.1605, 0.4005, 0.2126, 0.3417, 0.3380, 0.2678, 0.2099, -1.2010, 0.4183, -0.3914, 0.3512, 0.3543, 0.2889, 0.0856, -1.1959, 0.3603, -0.1629, 0.2994, 0.4022, 0.2691, -0.3358, -1.2169, 0.1412, 0.5465, 0.2320, 0.2905, 0.4039, -0.3092, -1.2809, 0.5956, -0.0273, 0.3491, 0.3003, 0.3379, -0.8149, -0.7933, 0.6728, 0.2342, 0.3386, 0.3677, -0.0684, -0.8352, 0.2538, -0.8638, -0.2430, 0.4416, 0.6264, -1.2217, -0.9997, 0.3281, 0.2586, 0.2899, 0.2762, 0.2734, 0.3311, -0.6277, 0.3033, 0.3465, 0.3242, 0.2488, 0.2726, 0.3129], "relative_energy_kcal_mol": 0.0, "gap_ev": [7.30, 7.30], "homo_ev": [-7.28, -7.28], "e_lumo_ha": [0.00065, 0.00062]}

---

{"formula": "C2H9GaN", "method": "the ωB97M-V functional and the def2-TZVPD basis", "species": ["C", "C", "Ga", "N", "H", "H", "H", "H", "H", "H", "H", "H", "H"], "positions_angstrom": [[1.831, 0.400, 0.084], [0.824, -0.758, 0.145], [-1.012, -0.319, -0.607], [-2.038, 0.571, 0.792], [2.421, 0.367, -0.837], [1.350, 1.382, 0.097], [2.556, 0.391, 0.909], [1.237, -1.631, -0.374], [0.676, -1.071, 1.183], [-1.806, -1.661, -1.088], [-0.813, 0.723, -1.848], [-2.320, 1.512, 0.535], [-2.907, 0.093, 1.010]], "nbo_charge": [-0.6022, -0.8901, 1.0064, -1.3377, 0.1821, 0.1888, 0.1670, 0.1825, 0.1905, -0.3776, -0.3816, 0.3361, 0.3359], "relative_energy_kcal_mol": 0.0, "gap_ev": 7.98, "charge": -1, "homo_ev": -3.65, "e_lumo_ha": 0.15903}